[1]
ORCA calculation (the ωB97M-V functional and the def2-TZVPD basis) on a 9-piece molecular cluster, C23H71O30P7 overall in a non-equilibrium geometry.

LUMO level: 0.31 eV
Structure (SMILES): COP(=O)(OC)OC.COP(=O)(OC)OC.COP(=O)(OC)OC.COP(=O)(OC)OC.COP(=O)(OC)OC.COP(=O)(OC)OC.COP(=O)(OC)OC.CO.CO
E_HOMO: -9.912 eV
Relative energy (zero: lowest compared OMol25 entry of this formula, charge and spin): 82.1 kcal/mol

The geometry in ORCA input format:
```
! RIJCOSX wB97M-V def2-TZVPD def2/J DEFGRID3
* xyz 0 1
C 15.0290 -13.6095 -6.0127
O 15.4250 -12.2932 -5.5496
H 14.2122 -13.5572 -6.7325
H 15.8201 -14.1790 -6.5005
H 14.7196 -14.2179 -5.1628
H 14.6659 -11.8433 -5.1715
C 11.8358 -11.4312 -8.6023
O 11.5828 -10.0112 -8.4097
H 12.5637 -11.6012 -9.3956
H 12.1745 -11.9576 -7.7099
H 10.8840 -11.8458 -8.9342
H 10.8439 -9.9097 -7.8052
C 17.5349 -7.7054 -6.0544
O 17.6604 -7.1256 -7.3448
P 16.2873 -6.9200 -8.1931
O 15.0945 -6.4754 -7.3749
O 16.7517 -5.8649 -9.3276
C 17.4362 -4.6779 -9.0355
O 16.0931 -8.3195 -9.0010
C 14.8451 -8.4977 -9.6861
H 18.2229 -8.5362 -5.8977
H 16.5911 -8.2033 -5.8324
H 17.8552 -7.0039 -5.2840
H 16.8182 -3.8603 -9.4065
H 18.4300 -4.5281 -9.4575
H 17.6548 -4.6081 -7.9699
H 14.1455 -7.6883 -9.4775
H 14.4086 -9.4816 -9.5142
H 15.0861 -8.3295 -10.7357
C 10.7302 -2.0254 -9.0408
O 10.3912 -3.1399 -8.2168
P 9.9245 -4.4760 -9.0009
O 8.9658 -4.3571 -10.1019
O 11.2932 -5.2286 -9.3768
C 12.1733 -5.6285 -8.3373
O 9.3581 -5.2793 -7.7496
C 9.0727 -6.6641 -7.8682
H 9.8718 -1.7519 -9.6544
H 11.5411 -2.1388 -9.7603
H 10.9819 -1.1247 -8.4808
H 11.9228 -5.2676 -7.3398
H 13.1041 -5.1448 -8.6333
H 12.4257 -6.6877 -8.3868
H 9.8966 -7.2785 -7.5051
H 8.6548 -6.9686 -8.8278
H 8.2799 -6.8102 -7.1346
C 8.0840 -11.9072 -7.9054
O 7.7625 -11.5350 -6.5290
P 8.4171 -10.1367 -5.9823
O 9.8129 -9.9018 -6.4775
O 7.3138 -9.0240 -6.2949
C 5.9297 -9.0376 -5.8208
O 8.2766 -10.2192 -4.3527
C 8.8333 -9.1898 -3.5591
H 7.1275 -12.2408 -8.3078
H 8.6741 -12.8228 -7.9456
H 8.5409 -11.1284 -8.5160
H 5.6868 -9.9953 -5.3603
H 5.1592 -8.9086 -6.5809
H 5.7192 -8.1879 -5.1714
H 9.6662 -9.6013 -2.9890
H 8.0657 -8.8509 -2.8634
H 9.1759 -8.3154 -4.1124
C 13.0429 -8.6003 -16.0488
O 12.7513 -7.7167 -14.9992
P 13.6736 -7.5149 -13.6900
O 12.9028 -6.7083 -12.6981
O 14.0794 -8.9987 -13.2357
C 13.0826 -9.9464 -12.8927
O 15.0827 -6.9313 -14.3374
C 15.9923 -6.3125 -13.4858
H 12.1344 -9.1069 -16.3746
H 13.7358 -9.3906 -15.7598
H 13.4733 -8.1210 -16.9280
H 13.4005 -10.8757 -13.3654
H 12.0510 -9.7466 -13.1825
H 13.0465 -10.1968 -11.8325
H 15.6030 -5.8723 -12.5677
H 16.3910 -5.5025 -14.0964
H 16.8419 -6.9850 -13.3671
C 16.2736 -8.2865 -2.8058
O 15.1255 -8.2181 -3.6219
P 13.8265 -9.1361 -3.3849
O 14.0249 -10.5992 -3.6678
O 13.4147 -8.7975 -1.8387
C 12.2591 -9.3714 -1.2744
O 12.6524 -8.4142 -4.1973
C 12.5808 -8.3818 -5.5913
H 17.0438 -8.8318 -3.3512
H 15.9508 -8.7696 -1.8835
H 16.5912 -7.2831 -2.5221
H 11.5021 -8.6711 -0.9215
H 12.7105 -9.8932 -0.4306
H 11.8208 -10.1033 -1.9529
H 13.3443 -7.7875 -6.0933
H 11.6107 -8.0350 -5.9474
H 12.6140 -9.4092 -5.9540
C 10.8544 -12.1209 -15.2216
O 11.4095 -12.1689 -13.9251
P 11.0257 -13.3453 -12.8775
O 11.1739 -14.7286 -13.3460
O 11.8757 -13.0165 -11.5395
C 13.2040 -13.4500 -11.3514
O 9.5415 -12.9431 -12.4132
C 9.0774 -11.6171 -12.0322
H 10.0534 -12.8519 -15.3320
H 11.6302 -12.1073 -15.9871
H 10.2982 -11.1985 -15.3887
H 13.4767 -14.2049 -12.0888
H 13.2339 -13.8525 -10.3389
H 13.8831 -12.5977 -11.3296
H 8.4545 -11.3216 -12.8764
H 9.8715 -10.8742 -11.9585
H 8.4938 -11.5615 -11.1132
C 11.1084 -12.4484 -4.2561
O 9.7221 -12.8362 -4.2340
P 9.2062 -13.9408 -3.2126
O 9.2148 -13.5896 -1.7425
O 10.0843 -15.3064 -3.5923
C 10.1381 -15.8851 -4.8467
O 7.6924 -14.2862 -3.7912
C 6.6210 -13.3826 -3.5350
H 11.6489 -13.1457 -3.6160
H 11.1846 -11.4389 -3.8520
H 11.6339 -12.4179 -5.2105
H 9.6023 -15.2840 -5.5814
H 9.6858 -16.8768 -4.8404
H 11.1462 -16.0809 -5.2123
H 6.9478 -12.4301 -3.9521
H 6.4339 -13.2901 -2.4651
H 5.7202 -13.6408 -4.0918
*
```

[2]
ORCA calculation (the ωB97M-V functional and the def2-TZVPD basis) on one molecule with the formula C5H11NS in a non-equilibrium geometry.

LUMO level: 0.96 eV
Structure (SMILES): C[C@H]1CN[C@H]1CS
E_HOMO: -8.722 eV
Relative energy (zero: lowest compared OMol25 entry of this formula, charge and spin): 22.8 kcal/mol

The geometry in ORCA input format:
```
! RIJCOSX wB97M-V def2-TZVPD def2/J DEFGRID3
* xyz 0 1
C 0.9081 -0.9834 1.5284
C 1.4899 -0.3847 0.2874
C 1.4314 -1.2270 -1.0264
C 0.6447 0.6294 -0.5661
C -0.5471 1.4583 -0.0565
H -0.1314 -1.3631 1.3743
H 1.4453 -1.8835 1.9225
H 0.8511 -0.2980 2.4047
H 2.5219 -0.0456 0.4826
H 2.3817 -1.0348 -1.5981
H 1.2934 -2.3167 -0.9034
H 0.1827 -0.3159 -2.4938
H 1.3596 1.3812 -0.9490
H -0.2416 2.1454 0.7325
H -0.8954 1.9972 -0.9405
H -1.5608 0.1828 1.6586
N 0.2994 -0.4521 -1.4911
S -2.0540 0.4850 0.4841
*
```

[3]
ORCA calculation (the ωB97M-V functional and the def2-TZVPD basis) on one molecule with the formula C4H5ClOS in a non-equilibrium geometry.

LUMO level: 0.10 eV
Structure (SMILES): C=C(Cl)[C@H](S)C=O
E_HOMO: -9.493 eV
Relative energy (zero: lowest compared OMol25 entry of this formula, charge and spin): 45.7 kcal/mol

The geometry in ORCA input format:
```
! RIJCOSX wB97M-V def2-TZVPD def2/J DEFGRID3
* xyz 0 1
C -0.1566 0.6994 -0.6549
C -1.0634 -0.4568 -0.7435
C 1.0480 0.0686 -0.0170
C 0.9851 -0.7880 1.0630
H -1.5544 1.1633 0.8987
H -0.1057 1.0076 -1.7283
H -0.4893 -1.5799 -1.0276
H 1.8467 -1.3886 1.3615
H 0.0154 -1.1662 1.3943
O -2.2913 -0.4694 -0.3805
S -0.8608 2.1112 0.2522
Cl 2.6264 0.7987 -0.4178
*
```

[4]
ORCA calculation (the ωB97M-V functional and the def2-TZVPD basis) on one molecule with the formula C4H9NO.

LUMO level: 1.00 eV
Structure (SMILES): C[C@@H](O)[C@H]1CN1
E_HOMO: -9.742 eV
Relative energy (zero: lowest compared OMol25 entry of this formula, charge and spin): 50.2 kcal/mol

The geometry in ORCA input format:
```
! RIJCOSX wB97M-V def2-TZVPD def2/J DEFGRID3
* xyz 0 1
C 1.6143 -0.2314 -0.8011
C 0.8183 -0.0732 0.4874
O 1.4129 1.0492 1.1353
C -0.6621 0.2646 0.2287
C -1.6675 -0.3891 -0.6608
N -1.7587 -0.5269 0.7859
H 2.6766 -0.1380 -0.5572
H 1.4444 -1.1870 -1.3081
H 1.3545 0.5882 -1.4785
H 0.9122 -0.9619 1.1338
H 0.9428 1.1787 1.9682
H -0.7547 1.3447 0.2897
H -1.5100 -1.3002 -1.2385
H -2.3416 0.3088 -1.1600
H -2.4814 0.0734 1.1753
*
```

no.,gap between HOMO and LUMO (eV)
1,10.22
2,9.69
3,9.59
4,10.74